[1]
Density functional theory data (ωB97M-V/def2-TZVPD) for C38H37F4MoN6O2 as an isolated structure.

Output
Kohn-Sham gap (alpha / beta), eV: 4.800 / 5.276
2S+1: 3
Relative energy (zero: lowest compared OMol25 entry of this formula, charge and spin), kcal/mol: 15.83
Expectation value of S²: 2.042
Highest occupied orbital energy (alpha / beta), eV: -2.2 / -2.6
Charge: -1

Each line ends with the Mulliken charge.
Cartesian coordinates (Å):
Mo1 -0.02 -0.22 -0.01  -2.88
F1 -3.30 1.86 -3.11  -0.38
F2 -0.25 5.56 -0.63  -0.36
F3 -0.27 3.14 0.34  -0.26
F4 -3.29 4.29 -3.96  -0.36
O1 -0.05 -1.92 -3.86  -0.85
O2 0.19 -0.68 2.94  -0.16
N1 0.88 0.69 -1.68  2.49
N2 -0.31 -1.59 -1.59  0.57
N3 1.33 0.71 1.26  1.92
N4 -1.73 1.04 -0.76  1.60
N5 -2.10 -1.10 0.86  1.43
N6 1.14 -2.04 0.46  1.43
C1 -1.01 4.64 -1.24  0.10
C2 -2.54 2.72 -2.40  0.22
C3 2.65 1.05 1.50  -0.74
C4 1.47 1.91 -1.72  -1.09
C5 2.71 2.00 3.87  -0.09
C6 3.27 1.26 2.81  0.65
C7 -2.53 4.01 -2.88  0.14
C8 4.56 0.71 3.06  -0.13
C9 0.69 -3.18 -0.12  0.23
C10 -1.02 3.37 -0.75  -0.36
C11 5.38 1.22 -1.85  -0.58
C12 0.52 0.18 -2.88  0.05
C13 1.03 -4.45 0.34  -1.05
C14 1.30 2.09 -4.09  -0.99
C15 -2.87 0.18 -1.14  -1.61
C16 5.39 2.21 -0.86  -0.93
C17 2.06 -2.20 1.42  -0.26
C18 3.59 1.08 0.34  -0.30
C19 -0.47 1.69 2.72  -2.41
C20 0.92 -0.63 4.15  -0.82
C21 -2.93 -1.13 -0.36  -1.41
C22 -0.02 -1.21 -2.85  -0.26
C23 0.71 0.84 -4.08  -0.65
C24 -2.06 -2.43 1.48  -0.97
C25 1.91 -4.59 1.39  -0.77
C26 2.46 -3.43 1.91  -1.20
C27 0.19 0.48 2.04  2.04
C28 3.37 2.16 5.08  -0.82
C29 -2.75 -0.19 1.82  -1.35
C30 -1.77 2.29 -1.29  0.29
C31 -0.18 -3.00 -1.34  -1.36
C32 4.47 0.17 -1.74  -0.83
C33 -1.77 5.02 -2.33  -0.66
C34 3.59 0.10 -0.67  -0.17
C35 1.69 2.62 -2.88  -1.04
C36 5.21 0.88 4.26  -0.88
C37 4.63 1.61 5.30  -0.55
C38 4.51 2.13 0.21  -0.21
H1 0.73 0.28 4.72  0.27
H2 3.20 -3.46 2.71  0.53
H3 2.00 -0.72 3.99  0.21
H4 -0.71 1.46 3.76  0.42
H5 1.45 2.64 -5.02  0.43
H6 -3.81 0.72 -0.99  0.77
H7 6.19 0.44 4.41  0.39
H8 0.31 -3.47 -2.19  0.61
H9 5.03 0.11 2.28  0.47
H10 -3.96 -1.35 -0.08  0.60
H11 2.18 -5.57 1.77  0.39
H12 6.08 3.04 -0.93  0.38
H13 -1.40 1.97 2.22  0.37
H14 -3.77 -0.56 2.03  0.48
H15 -3.07 -2.75 1.76  0.42
H16 -2.84 -0.09 -2.20  0.50
H17 1.76 2.32 -0.76  0.72
H18 -1.43 -2.38 2.37  0.04
H19 4.45 -0.60 -2.51  0.42
H20 1.74 2.46 3.75  0.35
H21 -2.58 -1.94 -0.98  0.24
H22 0.40 0.33 -4.98  0.54
H23 -1.64 -3.16 0.80  0.22
H24 6.06 1.28 -2.69  0.37
H25 -2.18 -0.17 2.75  0.30
H26 -1.13 -3.53 -1.23  0.46
H27 0.17 2.57 2.69  0.33
H28 2.88 -0.71 -0.62  0.40
H29 0.60 -5.31 -0.15  0.50
H30 -1.77 6.03 -2.72  0.51
H31 2.17 3.59 -2.81  0.56
H32 2.89 2.74 5.87  0.40
H33 4.51 2.91 0.97  0.50
H34 -2.80 0.81 1.41  0.23
H35 5.14 1.75 6.25  0.37
H36 0.58 -1.49 4.74  0.34
H37 2.48 -1.30 1.83  0.56

[2]
Density functional theory data (ωB97M-V/def2-TZVPD) for C38H37MoN4P2S2 as an isolated structure.

Output
Kohn-Sham gap (alpha / beta), eV: 5.619 / 2.497
2S+1: 3
Relative energy (zero: lowest compared OMol25 entry of this formula, charge and spin), kcal/mol: 61.91
Expectation value of S²: 2.036
Highest occupied orbital energy (alpha / beta), eV: -15.1 / -15.0
Charge: +3

Each line ends with the Mulliken charge.
Cartesian coordinates (Å):
Mo1 -0.62 -0.07 0.59  0.39
S1 -1.45 -2.07 0.29  -0.26
S2 2.20 -0.57 7.23  -0.27
P1 1.49 -0.76 -0.66  2.00
P2 -1.67 1.84 -2.56  -0.29
N1 -2.24 -2.11 -2.36  -0.10
N2 -3.18 -3.67 -0.82  -0.44
N3 -0.42 -0.28 7.73  -0.36
N4 -0.32 0.13 2.64  0.37
C1 -3.93 -4.20 -1.84  0.78
C2 -0.93 6.28 -3.56  -0.59
C3 2.54 -5.20 -0.04  -0.51
C4 2.92 0.20 0.13  0.68
C5 2.82 -4.66 -1.27  -0.92
C6 -1.42 3.21 1.20  -1.46
C7 -1.47 1.57 -0.67  1.36
C8 1.28 -0.08 4.47  -0.73
C9 2.85 1.57 0.34  -0.11
C10 -1.06 -0.09 4.91  -0.85
C11 -3.05 -2.60 -3.33  -0.03
C12 4.10 -0.47 0.47  -0.61
C13 -0.13 5.32 -4.25  -0.50
C14 2.02 -3.05 0.87  -0.34
C15 -1.95 4.53 -2.21  -0.28
C16 -0.25 3.96 -3.93  -0.19
C17 5.23 0.27 0.90  -0.64
C18 -1.27 0.19 3.58  -0.71
C19 -2.38 -2.69 -1.18  0.34
C20 2.01 -2.47 -0.38  0.11
C21 5.20 1.63 1.06  -0.84
C22 0.62 -0.39 6.81  0.19
C23 -0.84 2.66 0.06  0.01
C24 0.28 -0.27 5.42  1.22
C25 2.15 -4.38 1.06  -0.80
C26 -2.57 0.92 0.00  -0.37
C27 2.51 -3.27 -1.45  -0.46
C28 3.95 2.27 0.81  -0.65
C29 0.99 0.11 3.16  -0.56
C30 -1.14 3.55 -2.89  0.65
C31 -3.78 -3.71 -3.14  -0.89
C32 -4.79 -5.38 -1.48  -1.15
C33 -3.18 1.52 1.15  -1.11
C34 1.67 -0.42 -2.43  -1.57
C35 -2.61 2.66 1.73  -0.57
C36 -1.81 5.87 -2.53  -0.53
C37 -0.29 0.92 -3.41  -1.04
C38 1.11 0.94 -2.79  -0.44
H1 0.36 3.22 -4.47  0.28
H2 -3.94 0.93 1.68  0.50
H3 -1.35 -0.56 7.42  0.22
H4 1.19 -1.18 -3.01  0.78
H5 -2.28 6.59 -1.89  0.46
H6 2.29 -0.12 4.78  0.51
H7 -0.25 1.22 -4.46  0.80
H8 1.74 -2.45 1.71  0.49
H9 -5.80 -5.19 -1.90  0.35
H10 1.24 1.61 -1.90  0.09
H11 -2.61 4.20 -1.40  0.47
H12 -2.97 -2.09 -4.30  0.45
H13 3.89 3.34 1.01  0.44
H14 -0.78 -0.11 -3.38  0.33
H15 6.03 2.14 1.48  0.45
H16 1.86 1.25 -3.55  0.44
H17 -0.08 -0.56 8.63  0.26
H18 -4.78 -5.55 -0.41  0.32
H19 -4.32 -4.19 -4.01  0.37
H20 2.12 -4.77 2.08  0.45
H21 2.45 -6.30 0.08  0.39
H22 -2.28 0.38 3.22  0.38
H23 6.09 -0.34 1.25  0.39
H24 0.67 5.52 -4.93  0.46
H25 2.72 -2.78 -2.43  0.34
H26 -0.80 7.33 -3.80  0.44
H27 2.77 -0.54 -2.62  0.78
H28 1.84 0.45 2.51  0.21
H29 -1.91 -0.22 5.54  0.27
H30 -3.08 3.03 2.64  0.49
H31 -4.41 -6.27 -1.94  0.34
H32 -0.99 4.11 1.63  0.63
H33 4.22 -1.53 0.35  0.43
H34 3.21 -5.18 -2.08  0.55
H35 -0.04 3.15 -0.52  0.77
H36 -3.19 0.08 -0.39  0.55
H37 1.99 2.10 -0.05  0.20

[3]
Density functional theory data (ωB97M-V/def2-TZVPD) for C38H37N6O6STi as an isolated structure.

Output
Kohn-Sham gap, eV: 7.341
Relative energy (zero: lowest compared OMol25 entry of this formula, charge and spin), kcal/mol: 13.23
Highest occupied orbital energy, eV: -16.1
Charge: +3

Each line ends with the Mulliken charge.
Cartesian coordinates (Å):
Ti1 0.48 0.03 -0.65  -1.02
S1 1.77 -4.36 0.11  -0.17
O1 -3.36 0.05 0.19  -0.59
O2 -1.25 -0.36 -0.33  0.43
O3 -1.37 -6.13 3.35  -0.58
O4 -3.46 -6.39 2.86  -0.57
O5 0.98 0.23 1.14  1.09
O6 0.15 1.89 -0.90  -0.78
N1 -2.44 -5.74 2.94  1.01
N2 0.82 -2.14 -0.75  1.45
N3 -0.50 1.05 3.84  0.09
N4 -1.06 4.34 0.84  0.11
N5 0.49 -0.03 -2.78  0.50
N6 2.65 0.31 -0.99  0.43
C1 -1.00 3.86 -1.56  -0.10
C2 -1.58 2.10 1.89  1.06
C3 3.20 0.20 -2.37  -1.00
C4 -2.88 4.75 -4.76  -1.61
C5 -2.42 -1.99 1.01  0.64
C6 -0.03 -3.13 -1.25  -0.85
C7 -1.29 -2.42 1.69  0.21
C8 -1.16 -2.94 -2.05  -0.46
C9 2.73 -1.08 -3.05  -0.54
C10 -3.60 -3.99 1.63  -0.66
C11 -2.10 3.37 1.25  -1.70
C12 3.49 0.72 -0.11  -0.52
C13 -0.91 1.97 -3.03  0.98
C14 -0.59 2.54 -1.79  1.18
C15 -0.74 2.32 3.14  -1.17
C16 -1.65 2.69 -3.97  -0.75
C17 2.00 0.64 1.88  0.05
C18 1.78 -2.68 -0.03  -0.49
C19 -0.63 4.59 -0.35  -0.69
C20 -1.87 -4.06 -2.44  -0.93
C21 -1.71 4.57 -2.54  -0.80
C22 -0.37 -5.55 -1.27  -0.52
C23 3.25 0.90 1.31  1.02
C24 5.37 1.78 4.36  -1.61
C25 -1.31 -3.64 2.35  -0.89
C26 4.32 1.29 2.13  -0.81
C27 1.87 0.75 3.27  0.20
C28 2.96 1.10 4.07  -0.81
C29 -2.10 3.98 -3.74  0.00
C30 -2.46 -4.41 2.29  -0.36
C31 -1.49 -5.35 -2.06  -0.83
C32 1.29 -1.01 -3.55  -0.87
C33 -2.43 -0.70 0.27  -0.15
C34 4.20 1.40 3.51  -0.07
C35 0.60 0.40 3.93  -0.79
C36 -3.58 -2.76 1.00  -1.06
C37 0.35 -4.42 -0.87  1.07
C38 -0.25 0.76 -3.48  -0.39
H1 5.27 1.50 1.66  0.58
H2 -1.24 2.96 3.86  0.44
H3 -2.22 5.19 -5.51  0.33
H4 1.29 -0.68 -4.59  0.76
H5 -1.01 1.53 1.17  -0.24
H6 2.55 -2.09 0.44  0.17
H7 -0.45 -4.02 2.90  0.59
H8 -2.74 3.93 1.94  0.55
H9 0.57 -0.47 4.59  0.56
H10 -1.48 -1.96 -2.35  0.37
H11 0.24 2.75 2.91  0.56
H12 4.28 0.22 -2.32  0.62
H13 -3.58 4.09 -5.29  0.42
H14 0.81 -1.99 -3.51  0.06
H15 -4.47 -4.63 1.62  0.59
H16 -3.45 5.55 -4.31  0.41
H17 4.51 0.93 -0.43  0.36
H18 2.87 1.08 -2.92  0.22
H19 -0.32 0.57 -4.55  0.47
H20 -2.47 1.51 2.13  0.53
H21 -2.69 3.13 0.36  0.47
H22 -4.46 -2.40 0.47  0.57
H23 2.85 1.14 5.14  0.55
H24 -1.29 0.67 4.36  0.39
H25 -1.87 2.22 -4.92  0.56
H26 6.00 2.53 3.87  0.42
H27 -0.74 4.98 1.56  0.38
H28 3.38 -1.28 -3.90  0.53
H29 2.87 -1.92 -2.37  0.21
H30 -0.40 -1.82 1.70  0.82
H31 -1.98 5.60 -2.35  0.54
H32 0.01 5.46 -0.43  0.61
H33 -2.06 -6.20 -2.39  0.48
H34 -2.75 -3.93 -3.07  0.49
H35 -0.07 -6.54 -0.97  0.53
H36 6.00 0.91 4.56  0.33
H37 5.06 2.18 5.32  0.41